Density functional theory data (ωB97M-V with the def2-TZVPD basis set) for a gas-phase ion, C2HO4 (charge -1) at a distorted geometry.

CARTESIAN COORDINATES (ANGSTROEM)
1 O 2.160 0.711 -0.795
2 C 1.806 -0.275 -0.125
3 O 2.399 -0.964 0.671
4 C 0.151 -0.584 -0.367
5 O -0.230 -1.882 -0.887
6 O -0.594 -1.472 0.443
7 H -0.245 0.301 -0.882

- SMILES = O=C([O-])C1OO1
- charge = -1
- largest force on an atom (Eh/bohr) = 0.05156
- relative energy (zero: lowest compared OMol25 entry of this formula, charge and spin) (kcal/mol) = 102.1
- HOMO level (eV) = -4.394
- HOMO-LUMO gap (Eh) = 0.320

These are the Mulliken partial charges, in e, on atoms 1 to 6:
1. O -0.71
2. C 0.48
3. O -0.64
4. C 0.18
5. O -0.30
6. O -0.30